No. 1
DFT (ωB97M-V/def2-TZVPD) results for the molecule C10H6N2OS2.

As for the HOMO-LUMO gap: 7.956 eV. As for the relative energy (zero: lowest compared OMol25 entry of this formula, charge and spin): 0.6 kcal per mole. As for the structure (SMILES): Cc1ccc2nc3sc(=O)sc3nc2c1. The calculation puts the HOMO energy at -8.85 eV.

Cartesian coordinates (Å):
C -1.1004 -0.2040 3.5893
C -0.8456 0.0035 2.1043
C -1.7360 0.8490 1.3449
C -1.4941 1.2761 -0.0002
C -0.5188 0.6132 -0.6601
N -0.3435 0.8672 -1.9282
C 0.5760 0.1877 -2.5632
S 1.1445 0.5598 -4.2049
C 2.6684 -0.3893 -4.1132
O 3.4768 -0.3749 -5.0381
S 2.7150 -1.4090 -2.7257
C 1.3804 -0.7442 -1.8604
N 1.2252 -1.1105 -0.5371
C 0.2712 -0.3856 0.0568
C 0.1047 -0.6754 1.3684
H -0.9544 -1.1967 3.7405
H -0.3799 0.2717 4.2384
H -2.1789 0.0355 3.9146
H -2.5970 1.2114 1.8511
H -2.1972 1.9320 -0.4870
H 0.7836 -1.3178 1.9096

These are the natural (NBO) partial charges, in e, on atoms 1 to 4: -0.63, 0.02, -0.18, -0.20

No. 2
DFT (ωB97M-V/def2-TZVPD) results for the molecule C10H6N4.

As for the HOMO-LUMO gap (alpha / beta): 7.914 / 7.162 eV. As for the relative energy (zero: lowest compared OMol25 entry of this formula, charge and spin): 33.7 kcal per mole. The calculation puts the HOMO energy (alpha / beta) at -10.21 / -10.00 eV.

Cartesian coordinates (Å):
C 0.0282 2.5334 0.0922
C 2.1229 0.3031 0.6350
C 1.5892 -0.4110 -1.6038
C 0.3758 -2.3274 0.7415
C -0.7491 -0.0774 1.2410
C -1.1572 -0.8817 -0.7074
C -0.5161 1.4985 -0.6494
C -1.4051 0.4820 -0.0362
C 1.2187 -0.2722 -0.2637
C 0.0278 -1.0119 0.2780
N 0.4887 3.3813 0.7210
N 2.8499 0.7726 1.3914
N 1.8464 -0.5010 -2.7210
N 0.6373 -3.3767 1.1066
H -0.1567 0.6095 1.8432
H -1.4436 -0.6283 1.8729
H -1.9398 -1.6047 -0.4913
H -0.9171 -0.8905 -1.7675
H -0.4607 1.5764 -1.7261
H -2.4394 0.8258 0.0438

These are the natural (NBO) partial charges, in e, on atoms 1 to 4: 0.18, 0.22, 0.23, 0.27

No. 3
DFT (ωB97M-V/def2-TZVPD) results for a structure of composition C10H7AuI2N3S2.

As for the HOMO-LUMO gap (alpha / beta): 5.698 / 5.700 eV. The net charge is -1. As for the relative energy (zero: lowest compared OMol25 entry of this formula, charge and spin): 0.0 kcal per mole. The calculation puts the HOMO energy (alpha / beta) at -4.69 / -4.69 eV.

Cartesian coordinates (Å):
Au -0.8271 -0.3434 1.2683
S -1.5141 0.9621 2.9844
C -0.0330 1.0164 3.9221
C -0.1410 1.7915 5.1249
N -0.2573 2.4073 6.0897
C 1.1357 0.4118 3.6038
S 1.3999 -0.5613 2.1856
C 2.2694 0.5559 4.4725
N 3.1979 0.6566 5.1444
N -0.3910 -1.6161 -0.4516
C 0.0056 -0.8806 -1.6315
C -0.8868 -0.6969 -2.6752
C -0.4890 0.0462 -3.7777
C 0.7846 0.5919 -3.8377
C 1.6675 0.4001 -2.7829
C 1.2794 -0.3318 -1.6728
H 0.3538 -2.2416 -0.1584
H -1.2262 -2.1660 -0.6337
H -1.8902 -1.1015 -2.6233
H -1.1897 0.2020 -4.5871
H 1.0867 1.1728 -4.6991
H 2.6588 0.8328 -2.8158
H 1.9457 -0.4542 -0.8262
I -3.2832 -0.1828 0.1642
I -5.6566 -0.4711 -1.7870

These are the natural (NBO) partial charges, in e, on atoms 1 to 4: 0.75, -0.09, -0.31, 0.27

No. 4
DFT (ωB97M-V/def2-TZVPD) results for a structure of composition C10H7F2N4O6S3.

As for the HOMO-LUMO gap: 8.169 eV. The net charge is -1. The calculation puts the HOMO energy at -6.47 eV.

Cartesian coordinates (Å):
O 0.0488 -3.8974 2.6493
C 0.3897 -3.1905 1.7846
N 0.7837 -2.4644 0.8945
C 0.5186 -1.0479 1.0634
C -0.8284 -0.6390 0.8733
C -1.1773 0.6512 1.0341
C -2.5581 1.2143 0.8904
C -3.6260 0.1677 0.5928
C -4.8289 0.1876 1.4506
O -3.7194 -0.8754 1.4762
C -0.1356 1.5750 1.3649
N -0.2925 2.8835 1.5467
S 1.1432 3.4749 1.9053
N 2.0405 2.1370 1.8670
C 1.2104 1.1538 1.5466
C 1.5282 -0.2102 1.3925
H -1.5679 -1.3717 0.6046
H -2.8678 1.6876 1.8159
H -2.5866 1.9339 0.0758
H -3.8140 -0.0570 -0.4520
H -4.7702 0.4959 2.4829
H -5.6851 -0.4333 1.2353
H 2.5203 -0.6113 1.4999
N 2.8236 -1.1237 -3.0044
S 4.3144 -0.8081 -3.4624
O 5.0067 0.1240 -2.6329
O 4.5139 -0.7345 -4.8730
F 4.9316 -2.2168 -3.0567
S 1.7995 0.0570 -3.1533
O 0.5928 -0.1733 -2.4236
O 1.6946 0.6240 -4.4596
F 2.4647 1.2370 -2.2995

These are the natural (NBO) partial charges, in e, on atoms 1 to 4: -0.51, 0.88, -0.53, 0.17

No. 5
DFT (ωB97M-V/def2-TZVPD) results for the molecule C10H7F3N2.

As for the HOMO-LUMO gap: 10.954 eV. As for the relative energy (zero: lowest compared OMol25 entry of this formula, charge and spin): 0.0 kcal per mole. As for the structure (SMILES): N#CC1(C#N)C[C@H]2C=C[C@]1(C(F)(F)F)C2. The calculation puts the HOMO energy at -10.56 eV.

Cartesian coordinates (Å):
N -2.2446 2.4422 -1.0339
C -1.3322 1.8078 -0.7303
C -0.1657 0.9488 -0.7188
C 1.1584 1.5692 -1.0607
N 2.1262 2.1616 -1.2564
C -0.4463 -0.3730 -1.6316
C -0.2671 -1.6027 -0.7207
C 1.1446 -1.6333 -0.3901
C 1.4410 -0.7556 0.5556
C 0.1591 0.1271 0.7133
C 0.0753 0.9598 1.9612
F 0.5431 2.2073 1.8466
F -1.2543 1.1122 2.2991
F 0.6154 0.3647 3.0229
C -0.8683 -1.0404 0.5628
H 0.2101 -0.2377 -2.5268
H -1.5653 -0.2597 -1.8445
H -0.9382 -2.4669 -1.1680
H 1.9051 -2.3347 -0.6726
H 2.4307 -0.4739 0.8084
H -1.9687 -0.7850 0.4941
H -0.7584 -1.7377 1.4903

These are the natural (NBO) partial charges, in e, on atoms 1 to 4: -0.25, 0.27, -0.25, 0.29

No. 6
DFT (ωB97M-V/def2-TZVPD) results for the molecule C10H7NO2S.

As for the HOMO-LUMO gap (alpha / beta): 6.066 / 6.069 eV. As for the relative energy (zero: lowest compared OMol25 entry of this formula, charge and spin): 159.0 kcal per mole. The calculation puts the HOMO energy (alpha / beta) at -7.29 / -7.29 eV.

Cartesian coordinates (Å):
C -0.3526 -2.8424 2.9452
C -0.9773 -2.6965 1.6173
C 0.6604 -2.0107 3.3342
C -0.7052 -1.5959 0.8278
C 0.9061 -0.8110 2.5414
C 0.2021 -0.6366 1.3703
C -0.0332 2.5917 -2.2849
C -0.0512 2.3780 -0.9347
C 0.2807 0.4738 0.6049
C -0.2466 1.6387 -3.1958
N 0.1007 1.2293 -0.3059
O -0.2560 1.0343 -5.7508
O 1.4300 2.7263 -4.9081
S 0.1590 2.0404 -4.8055
H -0.7472 -3.6974 3.4838
H -1.8022 -3.2504 1.2778
H 0.9319 -2.0412 4.4038
H -1.1690 -1.4048 -0.1999
H 1.5417 -0.0156 2.8896
H 0.0193 3.7009 -2.6222
H 0.1087 3.1891 -0.2882

These are the natural (NBO) partial charges, in e, on atoms 1 to 4: -0.18, -0.20, -0.21, -0.15

| no. | maximum force (Eh/bohr) |
| --- | --- |
| 1 | 0.0995 |
| 2 | 0.0298 |
| 3 | 0.0026 |
| 4 | 0.0650 |
| 5 | 0.0781 |
| 6 | 0.1214 |